# 1
Formula: C6H6O
Source: the Open Molecules 2025 dataset
Level of theory: ωB97M-V/def2-TZVPD

Geometry as XYZ:
```
13
Properties=species:S:1:pos:R:3:forces:R:3:lowdin_charge:R:1
C 0.708 2.534 -0.709 0.0 -0.2 0.1 0.12
C 0.375 1.407 -0.451 0.3 0.5 -0.1 -0.07
C -0.043 0.091 -0.130 0.5 0.2 0.1 -0.36
C -1.253 -0.247 0.717 0.0 0.5 -0.5 0.00
C 0.091 -0.726 1.125 0.2 0.1 0.3 -0.22
O 0.525 -1.894 0.476 0.0 -0.1 -0.1 -0.05
C 0.420 -1.216 -0.797 0.1 0.0 -0.4 -0.08
H 1.031 3.525 -0.915 0.0 0.0 0.0 0.02
H -1.911 -0.738 0.029 -0.8 -1.0 0.8 0.11
H -1.659 0.530 1.356 0.0 0.1 -0.3 0.12
H 0.580 -0.402 2.037 -0.2 -0.3 0.1 0.16
H 1.399 -1.114 -1.268 -0.1 0.0 0.1 0.13
H -0.263 -1.750 -1.469 0.0 0.3 0.1 0.13
```
Positions in Å, forces in eV/Å.

Results
Total charge = 0
HOMO energy = -9.11 eV
Frontier orbital gap = 0.37234 Ha

=====

# 2
Formula: C27H38BBrNO4ScSe4
Source: the Open Molecules 2025 dataset
Level of theory: ωB97M-V/def2-TZVPD

Geometry as XYZ:
```
77
Properties=species:S:1:pos:R:3:forces:R:3:lowdin_charge:R:1
Sc -2.952 0.791 -0.682 0.2 0.2 0.3 0.41
C 1.510 -3.266 4.348 0.0 0.0 0.0 -0.06
C 0.760 -2.133 5.063 0.0 0.0 0.0 -0.56
C 1.779 -1.329 5.872 0.0 0.0 0.0 -0.08
C -0.250 -2.743 6.047 0.0 0.0 0.0 -0.06
C 0.029 -1.272 4.035 0.0 0.0 0.0 -0.19
C -0.933 -1.853 3.213 0.0 -0.1 0.0 -0.10
C -1.574 -1.098 2.263 0.0 0.1 0.0 -0.52
Br -2.861 -1.922 1.137 -0.1 -0.1 0.1 0.87
C -1.322 0.281 2.040 0.0 -0.1 0.1 -0.36
O -1.938 0.908 1.096 -0.1 0.0 -0.4 -0.25
C -0.377 0.882 2.913 -0.1 0.0 -0.1 -0.08
C 0.268 0.083 3.856 0.0 0.0 0.0 -0.01
C 0.036 2.362 2.847 0.1 0.1 0.0 -0.53
C -0.785 3.233 1.892 -0.1 0.0 0.0 -0.07
C -0.103 2.998 4.243 0.0 0.0 0.0 -0.06
C 1.506 2.440 2.402 0.0 0.0 0.0 -0.05
H 2.036 -3.898 5.070 0.0 0.0 0.0 0.07
H 2.238 -2.857 3.646 0.0 0.0 0.0 0.09
H 0.824 -3.896 3.781 0.0 0.0 0.0 0.08
H 2.274 -1.985 6.593 0.0 0.0 0.0 0.08
H 1.300 -0.520 6.426 0.0 0.0 0.0 0.08
H 2.546 -0.896 5.228 0.0 0.0 0.0 0.08
H 0.260 -3.375 6.780 0.0 0.0 0.0 0.07
H -0.989 -3.352 5.526 0.0 0.0 0.0 0.07
H -0.786 -1.955 6.579 0.0 0.0 0.0 0.09
H -1.177 -2.905 3.296 0.0 0.0 0.0 0.09
H 1.016 0.559 4.477 0.0 0.0 0.0 0.08
H -1.850 3.196 2.121 0.0 0.0 0.0 0.08
H -0.668 2.935 0.853 0.0 0.0 0.0 0.06
H -0.446 4.270 1.990 0.0 0.0 0.0 0.08
H -1.142 2.950 4.575 0.0 0.0 0.0 0.09
H 0.194 4.049 4.199 0.0 0.0 0.0 0.07
H 0.516 2.506 4.994 0.0 0.0 0.0 0.06
H 1.622 1.998 1.412 0.0 0.0 0.0 0.09
H 2.167 1.909 3.092 0.0 0.0 0.0 0.07
H 1.830 3.484 2.352 0.0 0.0 0.0 0.08
N -5.871 -0.711 -3.500 0.0 -0.1 0.0 0.18
C -4.776 -0.759 -2.700 0.1 0.2 0.2 -0.50
O -4.321 0.294 -2.260 -0.2 -0.1 -0.4 -0.14
C -4.175 -2.087 -2.353 -0.1 0.0 0.1 -0.15
C -2.649 -2.119 -2.527 0.1 0.0 0.0 -0.13
H -6.368 0.166 -3.503 0.0 0.0 0.0 0.11
H -6.380 -1.556 -3.683 0.0 0.0 0.0 0.09
H -4.682 -2.884 -2.909 0.0 0.0 0.0 0.10
H -4.440 -2.220 -1.296 0.0 0.0 0.0 0.09
H -2.432 -2.267 -3.594 0.0 0.0 0.0 0.09
H -2.283 -3.010 -2.005 0.0 0.0 0.0 0.08
Se -5.589 0.938 0.672 0.1 0.1 -0.2 -0.15
Se -5.927 2.886 -0.629 0.2 -0.2 0.1 -0.19
Se -3.904 4.058 -0.385 0.1 -0.1 -0.1 -0.15
Se -2.347 3.136 -1.915 -0.2 0.1 0.1 -0.02
C 3.088 0.240 -6.359 0.0 0.0 0.0 -0.07
C 3.405 0.719 -4.934 0.1 0.0 -0.1 -0.57
C 3.275 2.248 -4.880 0.0 0.0 0.0 -0.06
C 4.863 0.365 -4.637 0.0 0.0 0.0 -0.09
C 2.432 0.078 -3.945 0.1 0.0 0.0 -0.22
C 2.847 -0.702 -2.883 0.1 0.0 -0.1 -0.08
C 1.932 -1.266 -1.974 -0.2 0.0 0.1 -0.02
C 0.585 -1.030 -2.146 0.1 0.0 -0.1 -0.26
O -0.432 -1.468 -1.416 0.0 0.1 0.0 0.02
B -1.729 -0.844 -1.992 -0.2 -0.2 0.2 -0.64
O -1.178 -0.114 -3.240 0.1 0.1 0.0 0.02
C 0.145 -0.229 -3.230 0.0 0.0 0.1 -0.24
C 1.049 0.317 -4.115 -0.1 0.0 0.0 0.03
H 3.770 0.699 -7.083 0.0 0.0 0.0 0.07
H 2.067 0.498 -6.641 0.0 0.0 0.0 0.07
H 3.187 -0.845 -6.426 0.0 0.0 0.0 0.08
H 3.954 2.720 -5.597 0.0 0.0 0.0 0.07
H 3.516 2.611 -3.879 0.0 0.0 0.0 0.09
H 2.258 2.565 -5.107 0.0 0.0 0.0 0.08
H 5.517 0.844 -5.371 0.0 0.0 0.0 0.07
H 5.029 -0.713 -4.688 0.0 0.0 0.0 0.08
H 5.159 0.709 -3.645 0.0 0.0 0.0 0.08
H 3.900 -0.896 -2.724 0.0 0.0 0.0 0.08
H 2.273 -1.875 -1.145 0.0 0.0 0.0 0.10
H 0.675 0.929 -4.927 0.0 0.0 0.0 0.11
```
Positions in Å, forces in eV/Å.

Results
Total charge = -2
HOMO energy = 0.08 eV
Frontier orbital gap = 0.14608 Ha

=====

# 3
Formula: C4H8O2
Source: the Open Molecules 2025 dataset
Level of theory: ωB97M-V/def2-TZVPD

Geometry as XYZ:
```
14
Properties=species:S:1:pos:R:3:forces:R:3:lowdin_charge:R:1
C -1.821 0.412 -0.397 -0.4 0.1 0.0 -0.05
C -0.401 -0.480 -0.573 -0.1 -0.1 0.3 -0.47
O 0.130 -0.477 -1.848 0.2 0.2 0.0 0.00
C -0.122 0.438 0.449 0.1 -0.1 -0.3 0.00
C 2.018 -0.393 1.473 0.1 0.1 -0.2 -0.19
O 2.520 -0.072 0.416 -0.2 -0.1 0.4 -0.04
H -1.781 1.489 -0.202 0.1 -0.1 0.0 0.09
H -2.146 0.301 -1.437 0.1 0.0 0.1 0.10
H -2.515 -0.069 0.288 0.1 0.1 -0.1 0.08
H -0.727 -1.489 -0.317 0.0 0.1 0.0 0.14
H 0.880 0.135 -1.843 -0.1 -0.1 0.0 0.10
H 0.373 1.322 0.006 -0.1 -0.1 0.1 0.06
H 1.589 -1.398 1.640 0.1 0.1 -0.1 0.09
H 2.002 0.281 2.347 0.0 0.0 -0.1 0.09
```
Positions in Å, forces in eV/Å.

Results
Total charge = 0
HOMO energy = -8.86 eV
Frontier orbital gap = 0.35482 Ha

=====

What are the calculated total energy values for these records? In order: -307.30716 -14372.98135 -307.51346 a.u..
What are the relative energy (zero: lowest compared OMol25 entry of this formula, charge and spin) values for these records? In order: 4.252 0.745 5.414 eV.
What are the LUMO level values for these records? In order: 1.03 4.05 0.80 eV.